[1]
{"formula": "C29H57NO2P2Pb", "method": "ωB97M-V/def2-TZVPD", "species": ["Pb", "C", "O", "C", "O", "P", "C", "H", "C", "H", "C", "H", "C", "P", "H", "H", "C", "H", "C", "H", "H", "H", "C", "H", "H", "H", "C", "H", "H", "H", "C", "H", "H", "H", "C", "H", "H", "H", "C", "H", "H", "H", "C", "H", "H", "H", "C", "H", "C", "H", "H", "C", "H", "H", "H", "C", "H", "H", "H", "C", "H", "H", "H", "C", "H", "H", "H", "H", "H", "C", "N", "C", "C", "C", "C", "C", "C", "C", "C", "H", "H", "H", "H", "H", "H", "H", "H", "H", "H", "H", "H", "H"], "positions_angstrom": [[-0.0582, -0.1569, -0.5568], [2.5071, -0.9460, -1.7429], [3.6423, -0.7940, -1.7942], [-2.7026, 0.1471, -0.1712], [-3.7735, 0.3080, 0.2225], [0.1936, 2.4847, -1.7707], [-0.1840, 2.3935, -3.5787], [-0.3031, 3.4399, -3.9035], [-1.1260, 3.6043, -1.0748], [-2.0077, 2.9323, -1.0777], [1.8653, 3.2977, -1.7476], [2.4963, 2.5326, -2.2400], [1.6197, -3.8408, 0.5218], [0.1070, -3.0343, -0.1736], [-0.4408, -4.8747, -1.5712], [2.4079, -3.5874, -0.2100], [-1.3710, -3.7267, 0.7504], [-1.2073, -4.8165, 0.7372], [-0.8510, 3.9952, 0.3820], [-1.7971, 4.3201, 0.8418], [-0.1557, 4.8453, 0.4531], [-0.4636, 3.1595, 0.9868], [-1.4623, 4.8157, -1.9501], [-0.6691, 5.5770, -1.9305], [-2.3724, 5.2804, -1.5431], [-1.6820, 4.5406, -2.9906], [1.9662, 4.5829, -2.5819], [1.5467, 4.4849, -3.5946], [3.0367, 4.8198, -2.7018], [1.4978, 5.4409, -2.0741], [2.4147, 3.4856, -0.3314], [3.4840, 3.7282, -0.4119], [2.3269, 2.5732, 0.2750], [1.9350, 4.3226, 0.1952], [1.0263, 1.8081, -4.3276], [1.7793, 2.5950, -4.4828], [0.7275, 1.4504, -5.3209], [1.4982, 0.9550, -3.8137], [-1.5276, 1.6927, -3.8153], [-1.5655, 0.6679, -3.4198], [-1.7126, 1.6362, -4.8977], [-2.3561, 2.2480, -3.3486], [1.4771, -5.3686, 0.5846], [1.1841, -5.8126, -0.3783], [0.7522, -5.6685, 1.3585], [2.4555, -5.7949, 0.8586], [2.0416, -3.2486, 1.8683], [1.4187, -3.6223, 2.6905], [-1.0316, -3.1294, -2.7224], [2.0279, -2.1501, 1.8743], [3.0724, -3.5673, 2.0767], [1.3143, -4.0274, -2.5186], [-0.9128, -2.0385, -2.7055], [-0.8700, -3.4101, -3.7667], [-2.0687, -3.3681, -2.4945], [-0.0435, -3.8759, -1.8243], [1.1424, -4.3354, -3.5580], [1.9575, -4.7792, -2.0474], [1.8429, -3.0635, -2.5247], [-2.7064, -3.4171, 0.0594], [-2.8458, -2.3358, -0.0973], [-3.5239, -3.7719, 0.7029], [-2.8011, -3.9373, -0.8993], [-1.3746, -3.2215, 2.1963], [-1.2449, -2.1278, 2.2177], [-0.5871, -3.6777, 2.8080], [-2.3405, -3.4548, 2.6642], [0.6075, -0.6081, -3.0442], [-0.1079, -0.3824, -2.8956], [-1.2369, 0.2807, 5.1570], [-1.7498, 0.1086, 3.7652], [-3.2307, -0.0736, 3.8104], [-1.3184, 1.2097, 2.7968], [0.1707, 1.1698, 2.6088], [0.9706, 1.8000, 3.5771], [2.3424, 1.5911, 3.5755], [2.9325, 0.8518, 2.5549], [2.1432, 0.3569, 1.5023], [0.7635, 0.5261, 1.5153], [-1.5819, 1.2512, 5.5266], [-0.1468, 0.2247, 5.1735], [-1.6510, -0.5184, 5.7837], [-1.3251, -0.7618, 3.4062], [-3.6580, 0.8265, 4.2591], [-3.6138, -0.1998, 2.7961], [-3.4594, -0.9520, 4.4265], [-1.8755, 1.0375, 1.8698], [-1.6846, 2.1449, 3.2458], [0.4999, 2.4149, 4.3498], [2.9433, 2.0003, 4.3832], [4.0026, 0.6703, 2.5511], [2.6382, -0.1526, 0.6658]], "forces_ev_per_a": [[0.8, 0.5, 1.8], [3.9, 0.9, 0.1], [-3.5, -0.6, 0.0], [-4.2, 0.7, 1.4], [4.0, -0.6, -1.7], [-0.4, 2.0, -1.7], [0.0, -0.9, 0.2], [0.1, -0.2, 0.4], [-0.4, -1.1, 0.8], [0.2, 0.2, 0.0], [0.9, -1.2, 0.7], [-0.2, 0.2, 0.1], [0.9, 1.1, 0.3], [-0.9, -2.3, -1.0], [0.0, 0.3, 0.0], [-0.3, -0.1, 0.2], [-0.2, 0.9, 0.2], [0.2, 0.3, -0.1], [-0.2, 0.2, 0.4], [0.3, 0.0, -0.2], [-0.2, -0.4, 0.0], [0.0, 0.3, -0.2], [0.1, 0.2, -0.4], [-0.3, -0.3, 0.0], [0.2, -0.2, 0.0], [0.0, 0.2, 0.4], [-0.5, 0.4, -0.3], [0.2, 0.2, 0.4], [-0.3, -0.2, 0.1], [0.2, -0.4, -0.2], [0.3, 0.2, 0.2], [-0.3, 0.0, 0.1], [0.0, 0.3, -0.1], [0.1, -0.3, -0.2], [0.2, 0.0, -0.3], [-0.1, -0.5, 0.0], [0.0, 0.1, 0.2], [-0.1, 0.4, -0.2], [-0.2, 0.1, -0.1], [0.0, 0.1, -0.2], [-0.1, 0.0, 0.3], [0.2, -0.1, -0.3], [-0.6, -0.3, -0.1], [0.1, 0.1, 0.4], [0.3, 0.0, -0.3], [-0.3, 0.3, -0.1], [0.3, -0.1, 0.3], [0.2, 0.1, -0.2], [-0.4, -0.1, -0.5], [0.0, -0.3, 0.0], [-0.3, 0.1, 0.0], [0.1, 0.0, 0.0], [-0.1, -0.4, 0.2], [0.0, -0.1, 0.1], [0.1, 0.1, -0.1], [0.1, 0.7, -0.3], [0.1, 0.1, 0.3], [-0.1, 0.3, -0.2], [0.0, -0.4, -0.2], [0.0, -0.2, 0.0], [0.0, -0.3, 0.0], [0.2, 0.1, -0.2], [-0.1, 0.2, 0.4], [-0.1, -0.2, 0.3], [0.0, -0.2, -0.1], [-0.3, 0.2, -0.2], [0.2, 0.0, -0.1], [-0.8, 0.1, -0.1], [0.9, -0.3, -0.8], [0.1, 0.1, 0.5], [0.3, -0.5, -0.3], [-0.2, 0.1, 0.0], [-0.4, 0.1, 0.6], [-0.4, 0.6, -0.2], [-0.1, -0.4, -0.3], [0.2, 0.1, 0.0], [-0.2, -0.2, -0.3], [0.4, 0.1, 0.0], [0.1, -0.3, 0.1], [0.1, -0.2, 0.0], [-0.3, 0.0, 0.0], [0.1, 0.2, -0.2], [-0.3, 0.4, 0.2], [0.0, -0.2, 0.0], [0.0, 0.0, 0.2], [0.0, 0.3, -0.2], [0.2, 0.0, 0.3], [0.2, -0.2, -0.2], [0.2, -0.3, -0.2], [0.0, 0.0, -0.2], [-0.1, 0.1, 0.0], [0.0, 0.2, 0.4]], "orbital_gap_ev": 5.5, "total_charge": 4, "relative_energy_kj_mol": 16.28}



[2]
{"formula": "C29H58AlN4O2", "method": "ωB97M-V/def2-TZVPD", "species": ["C", "C", "C", "C", "C", "C", "C", "C", "C", "C", "C", "C", "C", "C", "C", "C", "C", "C", "C", "C", "Al", "C", "C", "C", "C", "C", "C", "C", "H", "H", "H", "H", "H", "H", "H", "H", "H", "H", "H", "H", "H", "H", "H", "H", "H", "H", "H", "H", "H", "H", "H", "H", "H", "H", "H", "H", "H", "H", "H", "H", "H", "H", "H", "H", "H", "H", "H", "H", "H", "H", "H", "H", "H", "H", "H", "H", "H", "H", "C", "O", "N", "N", "H", "H", "H", "H", "C", "O", "N", "N", "H", "H", "H", "H"], "positions_angstrom": [[0.3113, -3.7504, 3.8505], [1.4496, -2.9078, 4.3683], [1.2326, -1.4692, 4.0397], [2.2740, -0.5800, 4.6510], [2.1889, 0.9071, 4.2780], [0.9727, 1.3082, 3.5052], [0.8222, 2.7917, 3.2663], [2.0715, 3.5804, 2.9186], [2.3719, 3.6952, 1.4534], [2.8174, 2.4092, 0.8084], [2.5391, 2.2814, -0.6621], [3.0696, 0.9645, -1.1458], [2.7686, 0.7940, -2.6005], [3.6349, -0.1901, -3.3538], [4.0439, -1.4671, -2.6527], [3.1186, -2.6657, -2.7545], [1.6773, -2.5501, -2.2799], [1.0866, -3.9295, -2.4184], [-0.2552, -4.3006, -1.7969], [-0.6250, -3.7341, -0.4328], [-1.6516, -1.9803, -0.2933], [-3.4541, -2.1079, -1.2410], [-4.5931, -2.2808, -0.3358], [-4.6762, -3.3480, 0.4372], [-5.6860, -3.5287, 1.2124], [-6.6534, -2.6872, 1.2552], [-6.5806, -1.6228, 0.5152], [-5.5784, -1.4249, -0.2679], [0.6331, -4.7260, 3.5791], [-0.1175, -3.2814, 2.9978], [-0.4521, -3.8082, 4.5941], [1.5116, -3.0297, 5.4325], [2.3811, -3.2559, 3.9806], [1.2753, -1.3615, 2.9756], [0.2644, -1.1789, 4.3674], [2.1781, -0.6804, 5.7168], [3.2497, -0.9234, 4.3821], [3.0482, 1.1272, 3.6770], [2.2770, 1.5026, 5.1677], [0.8689, 0.7770, 2.5987], [0.1212, 1.0146, 4.0821], [0.1669, 2.8872, 2.4260], [0.3162, 3.2661, 4.0811], [1.8752, 4.5867, 3.2362], [2.9458, 3.2677, 3.4538], [3.2006, 4.3748, 1.3854], [1.5611, 4.1649, 0.9315], [2.3813, 1.5412, 1.2597], [3.8767, 2.3209, 0.9382], [1.4836, 2.2743, -0.8554], [2.9889, 3.0892, -1.2149], [4.1195, 0.9017, -0.9132], [2.5606, 0.2211, -0.5716], [1.7447, 0.5572, -2.7609], [2.9186, 1.7504, -3.0618], [3.0775, -0.5025, -4.2142], [4.5280, 0.2747, -3.7291], [4.9515, -1.7742, -3.1323], [4.2913, -1.3228, -1.6170], [3.1012, -3.0045, -3.7772], [3.5471, -3.4487, -2.1620], [1.6621, -2.1610, -1.2853], [1.1503, -1.8713, -2.9097], [1.8249, -4.6063, -2.0378], [1.0011, -4.0877, -3.4747], [-0.1741, -5.3640, -1.6662], [-1.0481, -4.1706, -2.5005], [-1.2656, -4.4701, 0.0171], [0.2742, -3.6932, 0.1626], [-0.8289, -0.7876, -1.0204], [-1.7827, -1.5082, 1.2641], [-3.6300, -1.2606, -1.8673], [-3.4165, -2.9921, -1.8505], [-3.9066, -4.0756, 0.4256], [-5.7240, -4.4131, 1.8043], [-7.4901, -2.8681, 1.8855], [-7.3697, -0.9066, 0.5187], [-5.5838, -0.5587, -0.8621], [-5.4761, 1.5227, -3.4345], [-5.0183, 0.7998, -2.5709], [-6.6365, 1.2030, -4.1120], [-4.8919, 2.6992, -3.8014], [-7.0367, 1.7772, -4.8266], [-7.0864, 0.3437, -3.8634], [-4.0521, 2.9722, -3.3193], [-5.2609, 3.3036, -4.5077], [1.2247, 6.6174, -2.1396], [1.1244, 5.9049, -3.1244], [2.3587, 7.3490, -1.8822], [0.2260, 6.7442, -1.2142], [2.4657, 7.9414, -1.0830], [3.1115, 7.2695, -2.5370], [-0.6151, 6.2171, -1.3648], [0.2982, 7.3219, -0.4002]], "forces_ev_per_a": [[0.3, 0.3, 0.2], [-0.4, -0.3, 0.1], [0.9, 0.0, -0.2], [-0.5, 0.6, 0.2], [0.3, -0.6, -0.3], [-0.4, 0.5, 1.0], [0.6, -0.2, -0.5], [-0.7, 0.5, 0.0], [0.7, -0.3, 0.2], [-0.4, 0.2, -0.4], [0.3, -0.1, 0.3], [-0.3, 0.3, -0.1], [0.9, -0.1, -0.3], [-0.3, -0.5, 0.2], [-0.2, -0.3, 0.0], [-0.4, 0.7, 0.1], [0.7, -0.1, -0.4], [-0.7, 0.5, 0.4], [0.4, 0.0, 0.5], [-0.2, 0.9, -0.5], [0.3, 0.2, -0.2], [0.6, -0.1, 0.5], [3.9, -0.1, -2.6], [3.9, -2.3, -1.0], [0.1, -5.1, 3.2], [-4.9, 0.0, 3.2], [-4.4, 3.2, 0.6], [0.7, 3.8, -2.8], [0.1, -1.0, -0.2], [-0.4, 0.3, -0.9], [-0.7, -0.2, 0.5], [0.2, -0.1, 0.8], [0.9, -0.2, -0.4], [-0.3, 0.0, -0.8], [-1.0, 0.3, 0.2], [0.1, -0.1, 0.7], [0.8, -0.5, -0.1], [0.7, 0.3, -0.3], [0.0, 0.5, 0.5], [0.1, -0.7, -1.1], [-0.8, -0.3, 0.3], [-0.7, 0.2, -0.6], [-0.2, 0.2, 0.8], [0.0, 0.8, 0.4], [0.5, -0.4, 0.4], [0.5, 0.7, -0.3], [-0.7, 0.1, -0.4], [-0.4, -0.5, 0.6], [0.8, -0.2, 0.3], [-0.8, 0.3, -0.1], [0.2, 0.5, -0.3], [0.7, -0.1, -0.1], [-0.2, -0.9, 0.4], [-1.0, -0.3, 0.2], [0.0, 0.7, -0.5], [-0.3, -0.1, -0.9], [0.5, 0.5, -0.1], [0.8, -0.3, -0.2], [0.1, 0.4, 0.6], [0.1, -0.3, -0.6], [0.5, -0.7, 0.3], [-0.2, 0.2, 0.9], [-0.6, 0.8, -0.4], [0.5, -0.7, 0.2], [0.1, -0.5, -0.8], [-0.1, -0.9, -0.2], [-0.7, 0.4, -0.6], [-0.4, -0.5, 0.6], [0.5, 0.0, 0.5], [0.3, 0.2, -0.2], [-0.1, -0.2, 0.2], [0.1, 0.6, -0.6], [0.3, -0.6, -0.6], [0.9, -0.6, -0.1], [-0.1, -0.7, 0.6], [-0.7, -0.1, 0.5], [-0.7, 0.5, 0.1], [0.3, 1.0, -0.8], [-0.2, -0.5, 0.2], [-0.1, 0.4, -0.3], [0.2, 0.2, 0.1], [0.2, 0.3, 0.0], [0.0, 0.0, 0.0], [0.0, -0.1, 0.0], [-0.1, -0.1, -0.1], [0.0, 0.0, -0.1], [0.1, -0.2, -0.3], [0.0, 0.3, 0.3], [-0.2, 0.0, 0.0], [-0.1, 0.0, 0.0], [0.0, 0.0, 0.1], [0.0, 0.0, 0.0], [0.1, 0.0, 0.0], [0.0, 0.0, 0.1]], "orbital_gap_ev": 6.1, "total_charge": -1, "relative_energy_kj_mol": 222.78}